# C11H10ClN5S

The molecule C11H10ClN5S at a distorted geometry (wB97M-V/def2-TZVPD, OMol25).

Values from the calculation:
E_LUMO = 0.18 eV
HOMO level = -9.39 eV
SMILES = N#CCCCSc1nnnn1-c1cccc(Cl)c1
energy = -42376.09026 eV

Each line ends with the natural charge from an NBO analysis.
Geometry (Å):
N  -6.5479  -2.2829  0.0595  -0.311
C  -5.8099  -1.4112  0.0367  0.283
C  -4.8635  -0.3244  0.0082  -0.507
C  -3.4258  -0.8584  -0.0005  -0.400
C  -2.4386  0.2948  -0.0322  -0.497
S  -0.7304  -0.3619  -0.0466  0.289
C  0.0991  1.1436  -0.1479  0.164
N  -0.5009  2.3143  -0.2408  -0.340
N  0.4606  3.2225  -0.2753  -0.036
N  1.6035  2.6996  -0.2064  -0.064
N  1.4510  1.3614  -0.1233  -0.235
C  2.5563  0.5111  -0.0207  0.222
C  3.7966  1.0872  0.2433  -0.242
C  4.9122  0.2797  0.3495  -0.175
C  4.8088  -1.0932  0.1979  -0.236
C  3.5684  -1.6505  -0.0701  -0.011
Cl  3.4200  -3.3571  -0.2708  0.022
C  2.4343  -0.8622  -0.1852  -0.284
H  -5.0306  0.3043  0.8875  0.250
H  -5.0515  0.2762  -0.8864  0.250
H  -3.2554  -1.4678  0.8903  0.221
H  -3.2771  -1.4964  -0.8750  0.221
H  -2.5504  0.9052  -0.9278  0.238
H  -2.5280  0.9329  0.8468  0.233
H  3.8634  2.1571  0.3568  0.250
H  5.8738  0.7232  0.5548  0.226
H  5.6772  -1.7261  0.2832  0.232
H  1.4847  -1.3212  -0.4054  0.238